54
Properties=species:S:1:pos:R:3 method="wB97M-V/def2-TZVPD" total_energy_ha=-2071.62110 homo_lumo_gap_ev=9.0 lumo_ev=-0.1 homo_energy_ev=-9.120 spin_multiplicity=1 smiles="Cc1ccc(C(=O)OCC(=O)Nc2ccccc2C(F)(F)F)cc1S(=O)(=O)N1CCOCC1"
C -2.64743 -2.05894 1.27380
C -1.69615 -0.97239 0.91264
C -0.62209 -0.64318 1.73758
C 0.25565 0.37028 1.40658
C 0.08232 1.08821 0.22402
C 1.01582 2.15333 -0.20078
O 0.88151 2.84948 -1.17076
O 2.08013 2.24564 0.63535
C 3.13255 3.12049 0.26613
C 4.41426 2.36918 -0.11311
O 5.41569 2.96193 -0.43028
N 4.26208 1.01900 -0.03643
C 5.16908 0.01188 -0.34441
C 6.46983 0.29225 -0.75966
C 7.34560 -0.73297 -1.05850
C 6.95042 -2.05673 -0.95104
C 5.66427 -2.35352 -0.54269
C 4.77305 -1.33168 -0.24019
C 3.38177 -1.67915 0.19995
F 2.42771 -1.13995 -0.59417
F 3.14070 -2.99028 0.23250
F 3.09885 -1.21964 1.44370
C -0.98781 0.77089 -0.61067
C -1.85461 -0.24063 -0.26145
S -3.21095 -0.59755 -1.38198
O -3.25993 -1.99990 -1.67456
O -3.15834 0.31926 -2.48283
N -4.53220 -0.24998 -0.38382
C -4.69623 1.17435 -0.17140
C -5.80510 1.38045 0.86394
O -7.00916 0.78024 0.45460
C -6.84271 -0.59990 0.22521
C -5.77315 -0.85491 -0.83672
H -2.78868 -2.72038 0.42197
H -3.62097 -1.63086 1.50821
H -2.28702 -2.62517 2.12864
H -0.47111 -1.19711 2.65222
H 1.07830 0.60647 2.06349
H 3.34980 3.77783 1.11267
H 2.82426 3.73341 -0.58992
H 3.34517 0.73327 0.28486
H 6.77736 1.32092 -0.84439
H 8.34788 -0.49342 -1.37842
H 7.63671 -2.85482 -1.18448
H 5.34188 -3.37951 -0.45690
H -1.13936 1.30608 -1.53544
H -3.74958 1.57673 0.19326
H -4.95947 1.67731 -1.11201
H -6.02034 2.44228 0.99081
H -5.48177 0.95288 1.82587
H -7.81237 -0.97286 -0.10654
H -6.55490 -1.10208 1.16127
H -5.58964 -1.92016 -0.97287
H -6.09158 -0.41637 -1.79282

92
Properties=species:S:1:pos:R:3 method="wB97M-V/def2-TZVPD" total_energy_ha=-3199.54312 homo_lumo_gap_ev=5.4 relative_energy_kcal_mol=14.40 lumo_ev=-0.1 homo_energy_ev=-5.543 spin_multiplicity=1
Li -1.11954 -2.71116 -0.37066
C -1.93738 -0.96968 7.68801
C -1.78552 -0.90675 6.19574
C -0.51461 -0.95276 5.61401
C -0.35969 -0.93167 4.24313
C -1.48901 -0.85809 3.43473
C -2.75834 -0.83188 3.98523
C -2.89746 -0.84450 5.36752
S -1.37144 -0.90270 1.66485
O -0.36277 -1.95153 1.29472
C -0.62331 0.69424 1.31546
C -1.56026 1.75052 1.40831
C -1.22502 3.00558 1.01603
C 0.06529 3.26866 0.49497
C 0.42288 4.56396 0.05191
C 1.67284 4.81683 -0.43576
C 2.62757 3.78156 -0.49066
C 2.30774 2.51986 -0.07216
C 1.00981 2.21961 0.41575
C 0.64517 0.89321 0.83291
C 1.72536 -0.14163 0.79638
C 2.62215 -0.22017 1.90943
C 2.53139 0.66524 3.01203
C 3.39527 0.56205 4.06570
C 4.39456 -0.43222 4.07455
C 4.51656 -1.28748 3.01685
C 3.64538 -1.19541 1.90511
C 3.79426 -2.05673 0.78642
C 2.97859 -1.92776 -0.29231
C 1.95619 -0.95199 -0.28373
S 0.79879 -0.91240 -1.64080
O 0.18485 -2.28250 -1.68741
C 1.93762 -0.87225 -3.00336
C 2.05106 -1.95655 -3.84849
C 2.91484 -1.87249 -4.93528
C 3.65563 -0.72506 -5.17939
C 4.57848 -0.63240 -6.36149
C 3.51440 0.36141 -4.31091
C 2.65479 0.29903 -3.23130
H -1.16618 -0.38481 8.18987
H -1.84557 -2.00031 8.03786
H -2.91076 -0.59817 8.00567
H 0.36114 -1.01140 6.25026
H 0.62332 -0.99444 3.79642
H -3.63035 -0.81262 3.34222
H -3.88927 -0.82065 5.80264
H -2.56255 1.53439 1.75899
H -1.94712 3.81153 1.06592
H -0.31844 5.35222 0.10982
H 1.93767 5.81149 -0.77026
H 3.62416 3.99093 -0.85816
H 3.05372 1.73631 -0.10533
H 1.76314 1.42844 3.01844
H 3.31199 1.24663 4.90026
H 5.06851 -0.50949 4.91792
H 5.28735 -2.04868 3.00694
H 4.57676 -2.80512 0.80408
H 3.08457 -2.56983 -1.15754
H 1.46409 -2.84496 -3.65417
H 3.01046 -2.71847 -5.60538
H 4.67744 -1.59353 -6.86385
H 5.57382 -0.30496 -6.05739
H 4.20590 0.08973 -7.09068
H 4.08105 1.26766 -4.49262
H 2.53326 1.15191 -2.57309
C -2.26782 -5.34350 1.03885
O -3.47661 -5.29048 0.30358
C -3.69226 -4.17611 -0.56076
O -2.72184 -3.39841 -0.57782
H -2.27951 -6.26681 1.61875
H -2.15383 -4.50036 1.73046
H -1.38576 -5.36150 0.38673
C -0.66528 1.64688 -4.16565
C -0.97056 2.39643 -2.87764
N -2.40058 2.56796 -2.66321
C -3.20487 1.61993 -2.11165
S -2.61951 0.20729 -1.44420
N -4.52390 1.92956 -2.12134
C -5.58030 0.99706 -1.74721
C -6.04654 0.14287 -2.91378
H 0.41011 1.52899 -4.30178
H -1.05689 2.17992 -5.03487
H -1.11760 0.65474 -4.13323
H -0.52059 3.39161 -2.87735
H -0.57566 1.85865 -2.01763
H -2.84662 3.30175 -3.19071
H -4.80166 2.72905 -2.66846
H -6.39839 1.58137 -1.32148
H -5.17869 0.36407 -0.95993
H -6.41699 0.75848 -3.73685
H -6.85027 -0.52450 -2.60164
H -5.22284 -0.47273 -3.27608